No. 1
Density functional theory data (ωB97M-V/def2-TZVPD) for a structure of composition C19H38N3O7S2.

Its HOMO energy is -0.2113 Eh. For the gap between HOMO and LUMO, the calculation gives 7.762 eV.

Geometry as ORCA input:
```
! RIJCOSX wB97M-V def2-TZVPD def2/J DEFGRID3
* xyz -1 1
C -0.97686 2.40902 1.75057
C -2.09103 3.44862 1.67846
O -2.41367 3.94354 2.99370
C -1.75590 4.62972 0.77077
S -1.51963 4.13156 -0.94333
O -0.09294 3.90901 -1.12578
O -2.36315 2.97374 -1.15478
N -2.04472 5.46394 -1.64751
S -1.96005 5.65391 -3.22646
O -3.09058 6.45654 -3.64108
O -1.70261 4.42587 -3.95194
C -0.52684 6.71115 -3.54981
C 0.66616 6.64319 -2.59741
C 1.79649 5.72864 -3.01456
C 3.08607 5.98819 -2.56010
C 4.14832 5.16545 -2.90197
C 3.93621 4.05567 -3.71227
C 2.65320 3.78126 -4.16133
C 1.59194 4.60614 -3.81503
H -0.48156 2.29193 0.78574
H -1.36378 1.43033 2.04166
H -0.22896 2.69410 2.50143
H -3.01191 2.98178 1.32852
H -1.58278 4.21510 3.40005
H -0.84441 5.13287 1.10351
H -2.57809 5.34538 0.77587
H -0.23534 6.43935 -4.56851
H -0.93109 7.72451 -3.58062
H 1.07486 7.65668 -2.51202
H 0.33307 6.35117 -1.59784
H 3.25807 6.85334 -1.92564
H 5.14493 5.38996 -2.53640
H 4.76615 3.41092 -3.98105
H 2.45887 2.90746 -4.77455
H 0.58508 4.34756 -4.12984
C 1.46747 -0.99414 0.35299
C 1.69609 -0.99130 1.86174
C 2.42925 -2.22920 2.39101
O 1.64886 -3.40953 2.44636
C 1.52325 -4.10935 1.22669
N 0.41793 -0.74760 2.52861
H 0.63630 -1.64362 0.07694
H 1.21248 0.00840 0.01258
H 2.35793 -1.32507 -0.18603
H 2.34512 -0.13948 2.09103
H 2.73018 -2.03750 3.42424
H 3.34176 -2.41405 1.80684
H 2.44309 -4.05171 0.63582
H 0.69036 -3.73627 0.62584
H 1.32778 -5.15483 1.46988
H 0.56151 -0.58704 3.52086
H -0.14429 -1.59230 2.47315
C -1.81230 -6.03630 1.72710
C -1.17397 -7.26035 2.37365
C -0.87466 -8.40017 1.39311
O -2.00787 -9.12879 0.96319
C -2.72731 -8.55552 -0.11073
N -1.99458 -7.69085 3.50785
H -2.87513 -6.18733 1.53659
H -1.72474 -5.17580 2.38950
H -1.32626 -5.78808 0.78153
H -0.20387 -6.95105 2.77702
H -0.23883 -9.13031 1.90071
H -0.31944 -8.02420 0.52251
H -2.05488 -8.06137 -0.81897
H -3.47183 -7.83294 0.23139
H -3.24396 -9.36567 -0.62439
H -1.50898 -8.41464 4.02814
H -2.82996 -8.13965 3.14283
*
```



No. 2
Density functional theory data (ωB97M-V/def2-TZVPD) for a structure of composition C19H39AsHgOSi3 in a non-equilibrium geometry.

Its HOMO energy (spin up / spin down) is -0.3889 / -0.4165 Eh. For the gap between HOMO and LUMO (spin up / spin down), the calculation gives 7.943 / 6.422 eV.

Geometry as ORCA input:
```
! RIJCOSX wB97M-V def2-TZVPD def2/J DEFGRID3
* xyz 1 2
Hg -1.41167 1.76231 0.00560
C -0.49938 1.61917 5.30515
Si -1.46010 1.53679 3.65548
C -2.06434 3.27777 3.27150
C -2.90353 0.38910 3.86743
As 0.00126 0.70286 2.08682
Si 2.28772 1.37237 2.20693
C 3.05202 0.05752 1.01607
C 2.47806 3.11408 1.51034
C 2.93130 1.06721 3.98714
Si -0.36569 -1.69687 2.08003
C 0.71262 -2.58920 0.85359
C -0.12508 -2.32802 3.88476
C -2.08365 -2.04572 1.45941
H 0.03881 2.52706 5.55379
H 0.23418 0.83933 5.32620
H -1.12026 1.37799 6.20478
H -2.73775 3.25928 2.42465
H -1.20743 3.89839 3.09352
H -2.65861 3.70901 4.07871
H -3.42739 0.67416 4.80356
H -2.58879 -0.64375 3.90450
H -3.60416 0.44925 3.04518
H 2.37740 -0.04343 0.12791
H 3.28393 -0.88282 1.52418
H 4.02826 0.47851 0.61598
H 3.19680 3.08895 0.64503
H 2.96235 3.81167 2.21560
H 1.55498 3.52393 1.07964
H 2.25657 0.47018 4.59402
H 3.13517 2.01102 4.46853
H 3.88505 0.52004 4.00170
H 1.73714 -2.84427 1.18326
H 0.89261 -1.84133 0.05286
H 0.19705 -3.45204 0.48114
H 0.94323 -2.25653 4.04872
H -0.44719 -3.38473 3.95778
H -0.67103 -1.73833 4.58666
H -2.44419 -1.17481 0.92834
H -2.74434 -2.37325 2.27757
H -2.02633 -2.88017 0.74947
C -1.72064 -1.70038 -7.45385
C -0.99466 -1.10685 -6.26480
C 0.14696 -0.31596 -6.34699
C 0.76284 0.18987 -5.17508
C 2.07864 0.90489 -5.28811
C 0.19382 -0.06350 -3.88745
C 0.88520 0.26894 -2.67777
O 0.35169 0.66320 -1.63738
C -0.94140 -0.91203 -3.86197
C -1.53157 -1.38323 -2.53722
C -1.59429 -1.30490 -5.02787
H -1.72582 -2.77541 -7.37552
H -1.08729 -1.57440 -8.36077
H -2.74274 -1.31715 -7.59022
H 0.71684 -0.16721 -7.29365
H 2.32561 0.91946 -6.34458
H 2.87886 0.45695 -4.69963
H 1.99126 1.94640 -4.99636
H 1.97782 0.13989 -2.70914
H -1.30341 -0.66158 -1.76154
H -1.01630 -2.33152 -2.27093
H -2.63854 -1.53661 -2.69246
H -2.60847 -1.70157 -4.91028
*
```



No. 3
Density functional theory data (ωB97M-V/def2-TZVPD) for a structure of composition C19H39BBaN2O9P2 in a non-equilibrium geometry.

Its HOMO energy is -0.4573 Eh. For the gap between HOMO and LUMO, the calculation gives 3.298 eV.

Geometry as ORCA input:
```
! RIJCOSX wB97M-V def2-TZVPD def2/J DEFGRID3
* xyz 2 1
C 2.27801 -0.73572 4.43688
C 2.06142 0.01563 3.09071
C 1.59773 -0.95865 1.99190
C 2.07761 -0.66208 0.55039
C 2.08281 -2.02768 -0.17270
C 1.34589 0.41946 -0.28904
B 1.79880 0.20778 -1.82781
N 3.21434 0.13109 -2.20110
O 0.90780 0.06530 -2.84395
C 1.78935 1.94362 -0.20391
C 2.66956 2.46286 0.93469
P 3.06664 4.20783 0.57158
O 3.50458 4.36361 -0.81246
O 4.09838 4.70298 1.66534
O 1.78582 5.10270 0.86148
N 0.58022 2.74981 -0.53335
C -0.44919 1.80925 -0.94127
O -1.25810 2.01729 -1.81386
C -0.18207 0.59612 -0.05186
C -1.05183 -0.67541 -0.19415
C -1.53802 -1.03556 -1.61662
P -3.28806 -1.54497 -1.71594
O -4.14803 -0.46322 -1.26212
O -3.52980 -2.96739 -1.03569
C -3.43647 -3.02715 0.39766
C -4.62128 -2.38971 1.11657
O -3.59204 -1.82023 -3.25816
C -2.62706 -2.58772 -4.00512
C -1.83122 -1.65833 -4.92113
C -0.56984 1.15072 1.38108
C -1.77966 2.05078 1.30565
C -2.87713 1.72159 2.42448
O -2.88791 1.50792 0.86305
H 1.84290 -0.14341 5.23296
H 3.34109 -0.84792 4.61714
H 1.78123 -1.70318 4.44741
H 3.04327 0.37338 2.79393
H 1.36968 0.82620 3.25991
H 1.96226 -1.94247 2.33478
H 0.51806 -1.03915 2.06259
H 3.12971 -0.37503 0.64557
H 1.14300 -2.25325 -0.67780
H 2.20416 -2.85206 0.56374
H 2.95552 -2.12882 -0.85809
H 3.45607 -0.75234 -2.62669
H 3.85378 0.31866 -1.43792
H 1.26554 0.48303 -3.63769
H 2.42383 2.15534 -1.07429
H 3.60100 1.92061 1.05581
H 2.11066 2.50321 1.86837
H 3.57773 5.02669 2.41604
H 1.31877 5.21326 0.02515
H 0.79230 3.19731 -1.42326
H -1.90446 -0.62886 0.47076
H -0.44587 -1.50910 0.15969
H -1.40542 -0.26253 -2.35872
H -0.95337 -1.89121 -1.97120
H -3.45933 -4.08796 0.63935
H -2.48830 -2.66049 0.78753
H -4.36280 -1.35051 1.31768
H -4.80393 -2.85959 2.07657
H -5.48992 -2.34871 0.47170
H -3.20179 -3.24835 -4.64605
H -2.00572 -3.22622 -3.37884
H -1.76586 -0.64977 -4.52779
H -0.84079 -2.03453 -5.16692
H -2.38268 -1.56518 -5.85227
H -0.85828 0.37063 2.07214
H 0.21419 1.74814 1.83738
H -1.62164 3.09437 1.08180
H -3.97272 1.69399 2.42866
H -2.88710 2.83513 2.64844
Ba 3.75395 -4.07181 0.43125
*
```



No. 4
Density functional theory data (ωB97M-V/def2-TZVPD) for a structure of composition C19H39MoNO2P2 in a non-equilibrium geometry.

Its HOMO energy (spin up / spin down) is -0.1970 / -0.2621 Eh. For the gap between HOMO and LUMO (spin up / spin down), the calculation gives 5.878 / 7.289 eV. The relative energy (zero: lowest compared OMol25 entry of this formula, charge and spin) comes out at 0.0 kcal/mol.

Geometry as ORCA input:
```
! RIJCOSX wB97M-V def2-TZVPD def2/J DEFGRID3
* xyz 0 3
Mo -0.15024 -0.13483 0.10073
P -2.46480 -1.39945 0.34872
P 2.47139 0.66332 -0.85445
N 0.79792 -1.47938 0.75813
H -1.27823 -0.11012 1.23270
C -2.87314 -2.49717 -1.05477
H -3.88714 -2.92753 -0.97827
H -2.14852 -3.32529 -1.09438
H -2.80747 -1.91955 -1.98946
C -3.97739 -0.42321 0.70270
H -4.85473 -1.02757 0.97274
H -4.24747 0.17138 -0.17701
H -3.79403 0.26392 1.53666
C -2.20868 -2.50528 1.80195
H -3.14582 -2.86775 2.24682
H -1.67097 -1.94397 2.57790
H -1.59299 -3.36807 1.51860
C 3.31384 0.22697 -2.41970
H 4.33317 0.63184 -2.43934
H 2.72561 0.62374 -3.25210
H 3.35191 -0.86224 -2.51535
C 2.73787 2.47354 -0.81917
H 3.76584 2.70986 -1.12182
H 2.54396 2.84662 0.19195
H 2.02834 2.94011 -1.51022
C 3.67546 0.08305 0.41074
H 4.64613 0.57509 0.26817
H 3.79100 -1.00505 0.32734
H 3.28094 0.32097 1.40750
C 1.38254 -2.54274 1.34861
C 2.20782 -4.79739 1.20532
C 1.60221 -3.71571 0.59074
C 1.75430 -2.46251 2.70913
C 2.36693 -3.55970 3.30260
C 2.59361 -4.73055 2.55201
H 2.38809 -5.70753 0.62790
H 1.29401 -3.70496 -0.45576
H 1.55740 -1.53152 3.24186
H 2.66956 -3.50309 4.34393
H 3.07291 -5.59508 3.03073
C -0.51131 0.85089 -3.63850
O 0.47673 0.14986 -3.42655
C -1.82584 0.22545 -4.06259
H -2.68265 0.89786 -3.89495
H -1.94574 -0.72975 -3.52770
H -1.73225 0.00053 -5.12940
C -0.48868 2.34801 -3.37494
H 0.43613 2.72978 -3.81241
H -0.48610 2.54697 -2.28457
H -1.33603 2.86807 -3.84148
C -0.11828 4.13958 1.16802
C -0.87765 2.81492 1.05515
C -0.98803 2.19016 2.44231
C -2.27200 3.08022 0.48363
O -0.15445 2.02343 0.14489
H -0.65116 4.81628 1.84405
H -0.03228 4.61483 0.18876
H 0.89041 3.97957 1.55663
H -1.42774 2.91363 3.14271
H -1.64523 1.31335 2.45708
H -0.00783 1.89078 2.82539
H -2.80367 3.81577 1.10146
H -2.87514 2.16472 0.44410
H -2.19238 3.47192 -0.53546
*
```



- Which formula does entry 1 have?
  C19H38N3O7S2



- Which formula does entry 2 have?
  C19H39AsHgOSi3